# C9H12N5O

A gas-phase ion, C9H12N5O (charge +1) at a distorted geometry (the ωB97M-V functional and the def2-TZVPD basis, the Open Molecules 2025 dataset).

Structure (XYZ):
```
27
Properties=species:S:1:pos:R:3:lowdin_charge:R:1
C -0.193 2.632 -3.030 -0.04
C 0.534 2.419 -1.672 -0.21
C 1.268 3.448 -1.006 -0.01
C 1.841 3.150 0.221 -0.16
N 1.852 1.967 0.680 0.11
C 1.195 0.954 0.167 -0.33
N 0.956 -0.116 0.998 0.01
N 0.858 -1.355 0.350 0.09
C -0.316 -2.071 0.733 -0.27
N -0.684 -3.202 0.195 0.19
C -1.554 -3.766 1.198 0.04
C -1.715 -2.905 2.236 -0.35
O -2.475 -2.926 3.298 0.15
N -1.038 -1.795 1.837 0.23
C 0.541 1.096 -1.115 0.04
H -0.773 3.579 -3.041 0.09
H 0.555 2.551 -3.914 0.12
H -0.852 1.870 -3.199 0.02
H 1.210 4.482 -1.464 0.13
H 2.291 3.952 0.756 0.11
H 1.708 -0.151 1.741 0.18
H 0.771 -1.127 -0.634 0.11
H -0.547 -3.612 -0.754 0.21
H -1.791 -4.720 1.133 0.08
H -2.534 -3.852 3.661 0.18
H -1.103 -0.889 2.277 0.19
H -0.007 0.386 -1.656 0.08
```

Properties
Energy relative to the best compared isomer or geometry (same formula, charge and spin) in kJ/mol: 85.81
Total charge: +1
E_HOMO in eV: -11.681
Max |F| in eV/Å: 4.425
SMILES: Cc1ccnc(N/[NH+]=c2/[nH]cc(O)[nH]2)c1
HOMO-LUMO gap in Ha: 0.3241